Entry 1:
The following is a quantum chemistry calculation of a single C5H8N2 molecule, from the Open Molecules 2025 dataset.

Output
E   -8291.136 eV
Highest occupied orbital energy   -7.7 eV
HOMO-LUMO gap   8.19 eV
Largest force on an atom   0.39 eV/A
LUMO energy   0.51 eV
ΔE to the lowest compared entry with this formula, charge and spin   89.0 kcal/mol
Net charge   0

Atoms and positions in Å:
N  0.851183  -0.072420  0.011463
N  -2.614910  0.631298  -0.274835
C  -0.133479  0.789717  0.005128
C  0.349874  -1.402096  0.010948
C  2.264553  0.261387  0.102451
C  -1.016179  -1.469452  -0.081235
C  -1.366867  -0.000763  0.081538
H  2.444112  1.239616  -0.347684
H  0.030164  1.861312  -0.016575
H  2.836142  -0.498238  -0.435542
H  2.582549  0.275332  1.148224
H  -3.331265  -0.085546  -0.189058
H  -1.387746  -0.237526  1.179294
H  1.097846  -2.187381  0.061209
H  -2.605977  0.894759  -1.255329

Cartesian forces (eV/Å) of the 3 atoms listed first:
-0.272 0.160 -0.006
-0.020 -0.194 -0.195
0.097 -0.280 0.056

Entry 2:
The following is a quantum chemistry calculation of a molecular structure, C40H32CoN4O7P, from the Open Molecules 2025 dataset.

Output
E   -109207.306 eV
Highest occupied orbital energy   -7.7 eV
HOMO-LUMO gap   7.31 eV
Largest force on an atom   0.44 eV/A
LUMO energy   -0.40 eV
ΔE to the lowest compared entry with this formula, charge and spin   12.9 kcal/mol
Net charge   0

Atoms and positions in Å:
Co  -0.928606  -0.832466  0.329444
P  1.421466  -0.938311  -0.133938
O  -2.750238  -0.301785  0.364055
O  -1.186765  0.756799  -2.603446
O  -0.668956  0.920473  -0.414403
O  -0.677485  7.639269  -2.854306
O  -1.118133  -2.531941  1.076195
O  -0.805566  7.719097  -0.710676
O  -0.644612  -5.311198  1.706027
N  -0.772376  7.111787  -1.763151
N  -1.034894  -0.084906  2.033734
N  -1.129907  -1.678297  -1.443640
N  -1.930275  0.969825  2.086355
C  0.922570  -3.925675  -3.590311
C  -0.178585  -3.315858  -3.013720
C  5.294394  -1.482822  1.092646
C  1.281951  -2.026126  -1.588615
C  -2.811053  0.727936  1.154742
C  2.381131  -2.642920  -2.184524
C  2.237274  0.925974  -2.079762
C  -5.963829  3.512947  0.507195
C  4.148331  -0.951423  0.519700
C  -4.856554  1.454008  -0.051711
C  2.148655  1.696510  0.199564
C  -0.046392  -1.925318  3.159957
C  -0.943532  1.399723  -1.570114
C  -1.191581  -5.207337  0.393504
C  -5.031031  3.744652  1.510553
C  -3.923731  1.682051  0.954513
C  2.914502  -1.579664  0.699326
C  -0.819528  3.545704  -2.842303
C  -0.828408  5.635522  -1.711102
C  -0.980940  3.634719  -0.434828
C  2.857604  -2.750405  1.451407
C  -0.911911  2.902254  -1.614675
C  0.864242  -3.668547  4.548283
C  -0.001878  -2.360044  -2.020469
C  1.984496  0.676431  -0.737633
C  -0.502122  -2.863739  2.187587
C  -0.946186  5.018817  -0.476726
C  -0.766200  4.927342  -2.900335
C  2.652596  2.190966  -2.484230
C  -0.526694  -0.564067  3.100707
C  4.005336  -3.280893  2.019679
C  5.225607  -2.645120  1.845687
C  2.573123  2.948813  -0.205003
C  -0.279160  -4.244824  2.480999
C  -5.876312  2.368007  -0.270704
C  2.825080  3.198794  -1.549714
C  -4.014335  2.832589  1.736509
C  0.392925  -4.605927  3.633501
C  2.206844  -3.582085  -3.185492
C  0.628399  -2.336812  4.317411
H  0.777898  -4.672961  -4.360072
H  -1.343080  -0.831681  -2.028631
H  -1.069505  3.109047  0.507945
H  -6.756800  4.228871  0.330471
H  -1.333487  -6.238004  0.073647
H  -3.281504  2.997344  2.515074
H  -0.786669  2.947938  -3.743159
H  -1.950292  -2.275078  -1.454484
H  6.244099  -0.983153  0.946595
H  -6.600839  2.188588  -1.055033
H  -0.636895  0.009383  4.017043
H  1.384697  -3.994797  5.439167
H  -5.097925  4.639332  2.117329
H  2.833769  2.385366  -3.533952
H  3.378823  -2.401434  -1.837749
H  0.550832  -5.666078  3.796328
H  4.222408  -0.043239  -0.063086
H  2.087604  0.146576  -2.817182
H  -0.500417  -4.712584  -0.289815
H  3.934824  -4.190000  2.603936
H  3.067291  -4.060387  -3.635352
H  -1.180997  -3.572777  -3.336841
H  -2.143764  -4.683848  0.386973
H  3.145148  4.184451  -1.866001
H  -4.766340  0.563566  -0.658638
H  1.921530  -3.265743  1.587297
H  2.690296  3.740521  0.524502
H  -1.006546  5.617753  0.419048
H  0.937223  -1.586937  5.037037
H  -0.683823  5.457721  -3.836287
H  6.122235  -3.053525  2.295200
H  1.921460  1.513266  1.244942

Cartesian forces (eV/Å) of the 3 atoms listed first:
0.316 0.077 -0.225
-0.357 -0.189 -0.174
-0.074 -0.265 -0.066

Entry 3:
The following is a quantum chemistry calculation of 4 unconnected molecules or ions with the total composition C2H14NO3S, from the Open Molecules 2025 dataset.

Output
E   -20750.235 eV
Highest occupied orbital energy (spin up / spin down)   -18.4 / -18.4 eV
HOMO-LUMO gap (spin up / spin down)   11.02 / 5.46 eV
Largest force on an atom   2.76 eV/A
Spin multiplicity   2
LUMO energy (spin up / spin down)   -7.35 / -12.90 eV
ΔE to the lowest compared entry with this formula, charge and spin   0.0 kcal/mol
Net charge   +2

Atoms and positions in Å:
S  1.370643  -1.367425  -1.568776
O  -2.221970  -0.722165  2.871426
O  -0.448001  2.340353  1.954062
O  2.236386  1.334385  -0.522705
N  -0.871685  -0.006025  0.506360
C  -0.854118  0.256032  -1.019090
C  -0.347011  -0.953710  -1.820802
H  -1.015689  0.890151  0.995170
H  -1.861978  0.545397  -1.302577
H  2.823167  2.049451  -0.242515
H  -0.903190  3.158033  2.191182
H  -2.529505  -1.519820  3.318515
H  0.055627  2.106061  2.743783
H  2.833426  0.660691  -0.859086
H  -0.346226  -0.672381  -2.892446
H  -0.100300  1.003519  -1.087792
H  -1.006265  -1.821570  -1.738446
H  0.072466  -0.322405  0.695296
H  -1.601491  -0.693291  0.723299
H  1.523244  -2.690074  -1.855940
H  -2.871450  -0.038544  3.070938

Cartesian forces (eV/Å) of the 3 atoms listed first:
0.496 0.280 0.258
0.087 0.007 -0.466
-0.102 -0.247 -0.016

Entry 4:
The following is a quantum chemistry calculation of a molecular structure, C8H21NO6V, from the Open Molecules 2025 dataset.

Output
E   -48099.258 eV
Highest occupied orbital energy   -4.0 eV
HOMO-LUMO gap   6.76 eV
Largest force on an atom   3.20 eV/A
LUMO energy   2.73 eV
ΔE to the lowest compared entry with this formula, charge and spin   18.9 kcal/mol
Net charge   -1

Atoms and positions in Å:
V  11.396323  2.251721  -24.213528
O  12.749957  4.066097  -23.771794
O  5.842817  0.428649  -23.277446
O  12.059925  1.290625  -25.297265
O  10.502543  3.622539  -25.731704
O  10.046773  1.530238  -23.639952
O  12.605645  -2.546133  -22.657118
N  12.597139  1.160488  -22.623714
C  6.911170  0.166014  -22.344864
C  12.452270  -1.251382  -23.213043
C  11.822526  5.063264  -24.198519
C  13.955784  -2.925380  -22.516876
C  6.217997  0.081964  -20.985591
C  12.654368  -0.202279  -22.085012
C  11.588147  -0.387239  -21.002624
C  11.073398  4.888237  -25.515571
H  11.480003  -1.136914  -23.689652
H  13.190336  -1.122876  -24.013261
H  12.345525  6.026213  -24.111643
H  5.619831  0.951558  -20.726143
H  12.470278  1.751386  -21.798028
H  14.097312  -3.610161  -21.681032
H  7.622031  0.985216  -22.397119
H  7.377501  -0.800206  -22.549663
H  11.655337  -1.401641  -20.602804
H  14.656416  -2.101337  -22.358755
H  11.852132  4.971628  -26.298535
H  5.179831  -0.244682  -23.103309
H  13.554223  1.438767  -22.841586
H  10.479035  5.786599  -25.735596
H  13.656753  -0.225866  -21.646302
H  14.256407  -3.422539  -23.445776
H  5.639096  -0.834465  -20.814773
H  6.943221  -0.125495  -20.184137
H  11.535526  0.363309  -20.214009
H  10.575410  -0.423477  -21.417458
H  11.049074  5.163048  -23.414529

Cartesian forces (eV/Å) of the 3 atoms listed first:
-0.638 0.618 -2.402
-2.293 -1.990 -1.017
0.596 -0.025 -0.372